(1)
{"formula": "C4H15N3O", "method": "ωB97M-V/def2-TZVPD", "elements": ["C", "C", "C", "N", "C", "N", "N", "H", "H", "H", "H", "H", "H", "H", "H", "H", "H", "H", "H", "H", "H", "H", "O"], "xyz": [[-1.416, 1.956, 0.093], [0.046, 1.666, -0.355], [0.450, 0.253, -1.025], [1.848, -2.771, 0.407], [0.976, -1.918, -0.079], [1.215, -0.611, -0.205], [-1.899, 3.021, -0.872], [-1.396, 2.213, 1.103], [-2.060, 1.021, 0.001], [0.488, 2.435, -1.014], [0.687, 1.667, 0.588], [-0.306, -0.317, -1.596], [1.262, 0.463, -1.967], [1.498, -3.705, 0.662], [2.860, -2.648, 0.679], [-0.102, -2.237, -0.303], [2.176, -0.256, 0.065], [-1.840, 3.895, -0.544], [-2.897, 2.869, -1.109], [-1.282, 2.938, -1.731], [-0.878, -3.603, 2.475], [0.598, -3.050, 2.727], [-0.027, -3.280, 2.001]], "charge": 2, "homo_lumo_gap_ev": 11.2, "spin_multiplicity": 1, "relative_energy_ev": 2.076, "homo_ev": -17.530}


(2)
{"formula": "C12H13PSi", "method": "ωB97M-V/def2-TZVPD", "elements": ["C", "C", "C", "C", "C", "C", "C", "C", "C", "C", "C", "C", "Si", "P", "H", "H", "H", "H", "H", "H", "H", "H", "H", "H", "H", "H", "H"], "xyz": [[1.367, 0.737, 2.630], [-0.376, 1.804, -3.534], [0.218, 1.470, 2.658], [1.405, -0.623, 2.800], [0.212, 0.632, -4.005], [-0.940, 1.830, -2.234], [-1.001, 0.860, 2.920], [0.216, -1.293, 3.124], [0.159, -0.517, -3.259], [-0.937, 0.773, -1.428], [-0.996, -0.586, 3.170], [-0.364, -0.487, -1.912], [1.609, -1.958, -0.297], [-0.614, -1.907, -0.802], [2.251, 1.210, 2.406], [-0.659, 2.682, -4.079], [0.234, 2.524, 2.525], [2.312, -1.046, 2.536], [0.635, 0.572, -4.955], [-1.438, 2.733, -2.041], [-1.970, 1.464, 3.035], [0.276, -2.407, 3.035], [0.632, -1.465, -3.477], [-1.353, 0.748, -0.468], [1.630, -3.469, 0.119], [-1.938, -1.256, 3.327], [-0.573, -3.024, -1.795]], "homo_lumo_gap_ev": 7.3, "spin_multiplicity": 1, "relative_energy_ev": 1.947, "homo_ev": -8.070}


(3)
{"formula": "C41H34AsIrN6O2P", "method": "ωB97M-V/def2-TZVPD", "elements": ["Ir", "O", "C", "C", "C", "C", "C", "C", "C", "O", "N", "N", "C", "C", "C", "C", "C", "C", "N", "H", "H", "H", "H", "H", "H", "H", "H", "H", "H", "C", "C", "As", "C", "C", "C", "C", "C", "C", "C", "C", "C", "C", "C", "C", "P", "C", "C", "C", "C", "C", "C", "C", "C", "C", "C", "C", "C", "H", "H", "H", "H", "H", "H", "H", "H", "H", "H", "H", "H", "H", "H", "H", "H", "H", "H", "H", "H", "H", "H", "H", "H", "N", "C", "N", "C", "N"], "xyz": [[2.460, 0.507, -0.498], [4.678, -2.655, 3.109], [3.800, -3.457, 2.492], [3.906, -4.825, 2.750], [3.029, -5.713, 2.170], [2.014, -5.274, 1.311], [1.910, -3.935, 1.037], [2.800, -3.002, 1.608], [2.701, -1.620, 1.205], [1.861, -1.292, 0.261], [3.430, -0.687, 1.851], [3.353, 0.517, 1.228], [3.978, 1.582, 1.603], [3.963, 2.663, 0.617], [4.561, 3.892, 0.836], [4.537, 4.848, -0.167], [3.931, 4.543, -1.375], [3.349, 3.299, -1.535], [3.349, 2.376, -0.572], [4.483, -1.728, 2.876], [4.691, -5.157, 3.416], [3.127, -6.768, 2.390], [1.326, -5.974, 0.861], [1.135, -3.580, 0.372], [4.543, 1.619, 2.524], [5.034, 4.089, 1.788], [4.993, 5.815, -0.009], [3.914, 5.247, -2.193], [2.900, 2.998, -2.473], [-0.855, 0.068, -0.823], [-1.111, 0.718, -2.172], [-2.897, 0.448, -3.025], [-3.991, 0.589, -1.406], [-4.754, 1.749, -1.284], [-5.513, 1.990, -0.146], [-5.522, 1.068, 0.889], [-4.778, -0.100, 0.777], [-4.023, -0.338, -0.361], [-2.875, -1.466, -3.387], [-1.950, -1.896, -4.337], [-1.930, -3.215, -4.761], [-2.850, -4.119, -4.251], [-3.794, -3.694, -3.330], [-3.813, -2.373, -2.904], [0.378, 0.932, 0.188], [0.208, 0.360, 1.895], [-0.309, -0.902, 2.183], [-0.390, -1.328, 3.500], [0.045, -0.502, 4.527], [0.562, 0.754, 4.242], [0.646, 1.185, 2.928], [-0.297, 2.614, 0.228], [0.199, 3.707, -0.465], [-0.489, 4.912, -0.469], [-1.687, 5.028, 0.217], [-2.198, 3.937, 0.909], [-1.510, 2.737, 0.920], [-0.630, -1.001, -0.892], [-1.739, 0.184, -0.188], [-0.349, 0.458, -2.906], [-1.093, 1.806, -2.073], [-4.757, 2.474, -2.090], [-6.109, 2.891, -0.077], [-6.116, 1.250, 1.775], [-4.795, -0.833, 1.574], [-3.468, -1.266, -0.441], [-1.242, -1.195, -4.767], [-1.201, -3.533, -5.495], [-2.836, -5.151, -4.578], [-4.525, -4.392, -2.941], [-4.580, -2.057, -2.209], [-0.639, -1.560, 1.389], [-0.789, -2.309, 3.721], [-0.023, -0.837, 5.554], [0.894, 1.400, 5.044], [1.043, 2.170, 2.708], [1.112, 3.617, -1.030], [-0.096, 5.756, -1.020], [-2.228, 5.965, 0.211], [-3.136, 4.018, 1.442], [-1.923, 1.896, 1.466], [-0.274, -3.847, -1.600], [0.365, -3.151, -2.268], [1.082, -2.360, -3.038], [1.634, -1.306, -2.660], [2.158, -0.282, -2.375]], "charge": 1, "homo_lumo_gap_ev": 5.7, "spin_multiplicity": 1, "relative_energy_ev": 0.000, "homo_ev": -10.363}


(4)
{"formula": "CH3I2O2P", "method": "ωB97M-V/def2-TZVPD", "elements": ["C", "O", "O", "P", "I", "I", "H", "H", "H"], "xyz": [[1.174, -0.280, 0.533], [-0.446, 0.425, -2.261], [0.168, 0.685, 0.506], [-0.953, 0.418, -0.585], [-2.172, 2.292, -0.012], [-1.924, -1.690, 0.062], [1.096, -0.941, -0.398], [0.934, -1.137, 1.340], [2.125, 0.229, 0.813]], "homo_lumo_gap_ev": 8.7, "spin_multiplicity": 1, "relative_energy_ev": 1.907, "homo_ev": -9.824}


(5)
{"formula": "C45H84Cl34IN2O2", "method": "ωB97M-V/def2-TZVPD", "elements": ["C", "C", "C", "N", "C", "C", "C", "C", "I", "N", "C", "C", "C", "C", "O", "O", "H", "H", "H", "H", "H", "H", "H", "H", "H", "H", "H", "H", "H", "H", "H", "H", "Cl", "C", "C", "Cl", "H", "H", "H", "H", "Cl", "C", "C", "Cl", "H", "H", "H", "H", "Cl", "C", "C", "Cl", "H", "H", "H", "H", "Cl", "C", "C", "Cl", "H", "H", "H", "H", "Cl", "C", "C", "Cl", "H", "H", "H", "H", "Cl", "C", "C", "Cl", "H", "H", "H", "H", "Cl", "C", "C", "Cl", "H", "H", "H", "H", "Cl", "C", "C", "Cl", "H", "H", "H", "H", "Cl", "C", "C", "Cl", "H", "H", "H", "H", "Cl", "C", "C", "Cl", "H", "H", "H", "H", "Cl", "C", "C", "Cl", "H", "H", "H", "H", "Cl", "C", "C", "Cl", "H", "H", "H", "H", "Cl", "C", "C", "Cl", "H", "H", "H", "H", "Cl", "C", "C", "Cl", "H", "H", "H", "H", "Cl", "C", "C", "Cl", "H", "H", "H", "H", "Cl", "C", "C", "Cl", "H", "H", "H", "H", "Cl", "C", "C", "Cl", "H", "H", "H", "H"], "xyz": [[-2.095, -6.062, 3.213], [-2.990, -5.226, 2.675], [-2.639, -3.900, 2.210], [-1.328, -3.483, 2.063], [-1.274, -2.224, 1.634], [-0.060, -1.424, 1.337], [0.826, -1.038, 2.538], [1.020, -2.094, 3.607], [-0.546, -2.134, 5.076], [-2.552, -1.816, 1.471], [-3.431, -2.829, 1.807], [-4.914, -2.782, 1.707], [-5.535, -1.461, 2.230], [-6.724, -1.733, 3.107], [-6.724, -2.534, 3.958], [-7.847, -1.009, 2.804], [-1.113, -5.718, 3.510], [-2.334, -7.098, 3.384], [-4.024, -5.518, 2.608], [-0.517, -4.058, 2.232], [0.517, -1.964, 0.588], [-0.414, -0.510, 0.867], [0.506, -0.101, 2.980], [1.819, -0.851, 2.137], [1.898, -1.844, 4.185], [1.185, -3.084, 3.183], [-2.814, -0.906, 1.132], [-5.246, -2.933, 0.688], [-5.286, -3.600, 2.313], [-4.806, -0.887, 2.798], [-5.839, -0.845, 1.389], [-7.667, -0.078, 2.987], [-3.929, -2.580, -1.343], [-4.057, -2.894, -3.101], [-5.164, -3.874, -3.374], [-4.763, -5.499, -2.757], [-3.097, -3.264, -3.451], [-4.260, -1.938, -3.582], [-5.326, -3.966, -4.446], [-6.095, -3.568, -2.914], [2.045, -5.446, 3.158], [2.975, -5.346, 4.681], [2.680, -6.520, 5.576], [1.005, -6.471, 6.183], [2.721, -4.406, 5.165], [4.029, -5.328, 4.411], [3.341, -6.493, 6.440], [2.821, -7.463, 5.055], [4.115, -1.268, 0.963], [5.028, 0.056, 0.168], [5.370, 1.161, 1.130], [3.920, 2.060, 1.663], [4.427, 0.421, -0.658], [5.937, -0.386, -0.226], [6.025, 1.879, 0.638], [5.869, 0.780, 2.017], [2.559, 2.879, 5.470], [2.145, 1.295, 6.171], [3.320, 0.354, 6.175], [3.793, -0.122, 4.518], [1.314, 0.886, 5.601], [1.815, 1.469, 7.193], [3.056, -0.557, 6.711], [4.191, 0.798, 6.649], [-8.238, -2.289, -3.763], [-8.618, -1.324, -2.309], [-8.741, -2.194, -1.083], [-10.134, -3.299, -1.141], [-9.521, -0.769, -2.525], [-7.802, -0.617, -2.164], [-8.854, -1.578, -0.193], [-7.852, -2.814, -0.970], [7.087, 6.923, 1.754], [5.651, 6.721, 0.716], [5.436, 5.284, 0.321], [6.709, 4.702, -0.784], [5.781, 7.359, -0.154], [4.794, 7.076, 1.286], [4.488, 5.188, -0.206], [5.417, 4.631, 1.189], [5.461, 11.088, 1.461], [6.433, 11.374, 2.926], [6.326, 10.232, 3.902], [4.695, 10.106, 4.617], [6.105, 12.312, 3.366], [7.469, 11.479, 2.609], [7.022, 10.386, 4.724], [6.549, 9.281, 3.425], [6.589, 1.273, -2.339], [7.708, 1.041, -3.712], [7.736, -0.402, -4.147], [8.481, -1.450, -2.910], [8.690, 1.389, -3.407], [7.349, 1.678, -4.517], [8.328, -0.504, -5.052], [6.733, -0.776, -4.336], [-0.209, -3.958, -2.188], [-0.089, -5.739, -2.128], [-0.565, -6.278, -0.807], [0.534, -5.804, 0.521], [0.946, -6.007, -2.321], [-0.712, -6.134, -2.928], [-0.591, -7.365, -0.828], [-1.560, -5.908, -0.563], [-11.476, 0.088, -0.745], [-11.927, 0.896, 0.782], [-11.928, -0.065, 1.943], [-13.229, -1.270, 1.812], [-12.903, 1.350, 0.639], [-11.197, 1.685, 0.955], [-12.091, 0.486, 2.868], [-10.985, -0.602, 2.015], [-5.691, -6.979, 1.190], [-7.077, -7.133, 0.068], [-7.382, -8.570, -0.262], [-6.101, -9.323, -1.247], [-6.842, -6.560, -0.826], [-7.936, -6.682, 0.562], [-8.301, -8.617, -0.844], [-7.505, -9.167, 0.637], [-12.356, -7.753, -1.939], [-12.616, -6.139, -2.650], [-12.422, -6.136, -4.143], [-10.721, -6.409, -4.607], [-11.938, -5.448, -2.158], [-13.638, -5.848, -2.414], [-12.708, -5.165, -4.544], [-13.023, -6.904, -4.621], [9.199, 1.676, -6.540], [10.317, 1.458, -7.914], [10.336, 0.030, -8.392], [11.051, -1.067, -7.183], [11.301, 1.785, -7.590], [9.975, 2.110, -8.715], [10.938, -0.045, -9.295], [9.332, -0.327, -8.608], [-9.869, 0.498, -5.056], [-9.403, 0.081, -6.724], [-8.837, 1.262, -7.468], [-10.067, 2.510, -7.787], [-10.283, -0.317, -7.222], [-8.653, -0.705, -6.655], [-8.457, 0.933, -8.434], [-8.028, 1.729, -6.912], [8.480, 4.457, -3.860], [9.358, 5.852, -4.544], [9.659, 6.888, -3.495], [8.187, 7.713, -2.913], [8.761, 6.261, -5.355], [10.290, 5.467, -4.956], [10.309, 7.653, -3.913], [10.155, 6.442, -2.641], [0.969, 10.003, 9.281], [1.486, 9.822, 7.584], [1.949, 11.123, 6.984], [0.612, 12.283, 6.776], [0.653, 9.405, 7.026], [2.308, 9.108, 7.576], [2.367, 10.939, 5.998], [2.707, 11.597, 7.601], [12.612, 6.311, -1.966], [12.167, 4.670, -1.418], [13.331, 3.717, -1.482], [13.815, 3.371, -3.162], [11.340, 4.325, -2.036], [11.819, 4.763, -0.391], [13.049, 2.769, -1.029], [14.198, 4.113, -0.960]], "charge": 1, "homo_lumo_gap_ev": 9.2, "spin_multiplicity": 1, "homo_ev": -11.256}


(6)
{"formula": "C5H14S3", "method": "ωB97M-V/def2-TZVPD", "elements": ["C", "C", "S", "C", "H", "H", "H", "H", "H", "H", "H", "H", "C", "C", "S", "S", "H", "H", "H", "H", "H", "H"], "xyz": [[-1.156, -0.755, -0.814], [-1.508, -0.194, 0.567], [-2.059, 1.495, 0.398], [-2.918, 1.803, 1.965], [-0.734, -1.744, -0.664], [-0.395, -0.068, -1.262], [-1.981, -0.828, -1.491], [-0.644, -0.155, 1.191], [-2.262, -0.860, 1.050], [-3.465, 0.859, 2.185], [-2.226, 1.962, 2.756], [-3.625, 2.619, 1.897], [2.961, 0.944, -0.590], [2.332, -0.446, -0.398], [2.087, -1.123, -2.064], [1.623, -3.126, -1.663], [2.322, 1.542, -1.200], [3.909, 0.902, -1.095], [3.096, 1.473, 0.365], [1.373, -0.306, 0.086], [3.001, -1.083, 0.227], [0.268, -2.911, -1.447]], "homo_lumo_gap_ev": 9.1, "spin_multiplicity": 1, "relative_energy_ev": 0.318, "homo_ev": -8.541}


(7)
{"formula": "C19H44Br14O4Si2", "method": "ωB97M-V/def2-TZVPD", "elements": ["O", "C", "C", "C", "C", "Si", "O", "Si", "C", "O", "O", "H", "H", "H", "H", "H", "H", "H", "H", "H", "H", "H", "H", "H", "H", "H", "H", "Br", "C", "C", "Br", "H", "H", "H", "H", "Br", "C", "C", "Br", "H", "H", "H", "H", "Br", "C", "C", "Br", "H", "H", "H", "H", "Br", "C", "C", "Br", "H", "H", "H", "H", "Br", "C", "C", "Br", "H", "H", "H", "H", "Br", "C", "C", "Br", "H", "H", "H", "H", "Br", "C", "C", "Br", "H", "H", "H", "H"], "xyz": [[2.583, -1.521, 5.413], [1.835, -2.752, 5.416], [2.265, -3.593, 4.174], [1.076, -4.344, 3.445], [1.709, -4.979, 2.059], [0.390, -5.376, 0.745], [0.988, -6.036, -0.699], [2.679, -6.133, -0.824], [3.401, -7.558, 0.210], [2.625, -8.743, -0.036], [1.452, -8.662, 0.722], [2.395, -1.076, 4.573], [2.192, -3.286, 6.319], [0.749, -2.564, 5.470], [2.720, -2.892, 3.463], [3.022, -4.353, 4.440], [0.201, -3.725, 3.268], [0.787, -5.199, 4.090], [2.258, -5.872, 2.433], [2.439, -4.243, 1.704], [-0.568, -6.353, 1.301], [-0.380, -4.148, 0.481], [3.349, -4.848, -0.518], [3.013, -6.423, -2.232], [4.423, -7.756, -0.174], [3.509, -7.347, 1.290], [0.760, -8.520, 0.054], [-1.226, -3.848, 7.042], [-2.849, -2.818, 6.744], [-3.346, -2.965, 5.330], [-2.309, -1.895, 4.069], [-2.627, -1.789, 7.013], [-3.574, -3.226, 7.446], [-4.363, -2.586, 5.244], [-3.314, -3.991, 4.973], [-0.423, 0.824, 2.409], [0.840, 0.261, 1.037], [0.528, -1.134, 0.564], [1.136, -2.459, 1.864], [1.838, 0.357, 1.456], [0.720, 0.984, 0.230], [1.070, -1.363, -0.354], [-0.535, -1.303, 0.403], [1.158, 4.161, 0.416], [-0.380, 4.983, -0.448], [-1.659, 4.281, -0.083], [-1.849, 2.604, -1.059], [-0.182, 4.980, -1.515], [-0.389, 6.010, -0.088], [-2.517, 4.878, -0.376], [-1.731, 4.042, 0.975], [-0.448, 7.376, -3.055], [-1.710, 6.799, -4.419], [-3.135, 6.961, -3.959], [-3.672, 5.555, -2.719], [-1.457, 5.773, -4.673], [-1.511, 7.442, -5.275], [-3.819, 6.863, -4.802], [-3.314, 7.908, -3.458], [1.561, -4.754, -3.121], [0.697, -3.054, -3.535], [0.359, -2.946, -4.999], [1.938, -2.550, -6.066], [1.366, -2.269, -3.193], [-0.210, -3.043, -2.931], [-0.320, -2.113, -5.175], [-0.077, -3.856, -5.404], [3.586, 7.492, 0.393], [4.692, 5.891, 0.411], [5.631, 5.883, 1.588], [7.142, 7.079, 1.304], [5.206, 5.851, -0.546], [3.989, 5.062, 0.476], [6.071, 4.895, 1.720], [5.155, 6.190, 2.515], [-5.664, 4.425, -5.940], [-6.333, 5.969, -6.921], [-6.947, 6.985, -5.993], [-8.716, 6.430, -5.402], [-7.030, 5.594, -7.665], [-5.461, 6.387, -7.423], [-7.104, 7.930, -6.511], [-6.355, 7.159, -5.098]], "homo_lumo_gap_ev": 9.5, "spin_multiplicity": 1, "relative_energy_ev": 1.479, "homo_ev": -9.406}


(8)
{"formula": "C2H4N2O2", "method": "ωB97M-V/def2-TZVPD", "elements": ["C", "C", "N", "N", "O", "O", "H", "H", "H", "H"], "xyz": [[0.854, -0.131, -0.509], [-0.154, -0.162, 0.556], [1.874, 0.485, -0.244], [-1.448, 0.368, 0.156], [-1.979, 0.191, -0.938], [-1.955, 1.089, 0.974], [0.620, -0.576, -1.559], [-0.685, -2.007, 0.994], [0.291, 0.120, 1.569], [2.582, 0.622, -0.998]], "homo_lumo_gap_ev": [8.8, 8.8], "spin_multiplicity": 1, "relative_energy_ev": 8.508, "homo_ev": [-10.671, -10.640]}


Per-record energy, Eh: -400.27718 -1095.78019 -4743.04701 -1127.12327 -17969.16386 -1393.44190 -37666.35576 -338.34055